The following is a DFT calculation (ωB97M-V/def2-TZVPD) of a molecular structure, C26H45BMnN8O3SSeSi.

Atoms and positions in Å:
Mn 0.73 1.80 -0.69
C 3.66 4.36 1.16
C 2.63 3.42 1.27
N 2.29 2.97 0.07
N 3.09 3.59 -0.83
C 3.91 4.43 -0.19
B 3.00 3.24 -2.33
N 3.09 1.71 -2.43
C 3.89 0.96 -3.21
C 3.49 -0.36 -3.12
C 2.41 -0.34 -2.24
N 2.18 0.90 -1.82
N 1.62 3.64 -2.91
C 1.33 4.35 -4.00
C -0.02 4.23 -4.26
C -0.49 3.39 -3.24
N 0.50 3.05 -2.43
H 4.16 4.89 1.96
H 2.14 3.05 2.16
H 4.63 5.01 -0.75
H 3.88 3.77 -2.93
H 4.67 1.43 -3.78
H 3.93 -1.21 -3.62
H 1.80 -1.14 -1.88
H 2.10 4.88 -4.53
H -0.58 4.67 -5.07
H -1.48 3.00 -3.08
C -2.36 1.15 2.58
N -2.98 1.89 1.49
C -4.32 1.89 1.15
C -4.48 2.82 0.18
N -3.25 3.39 -0.05
C -3.01 4.56 -0.88
C -2.34 2.80 0.74
Se -0.53 3.27 0.91
H -3.10 0.47 2.99
H -2.04 1.85 3.35
H -1.52 0.58 2.20
H -5.02 1.22 1.62
H -5.36 3.14 -0.35
H -3.83 4.64 -1.60
H -2.07 4.47 -1.40
H -2.99 5.45 -0.26
C 0.68 -4.79 0.31
C 1.33 -3.75 -0.59
C 2.84 -3.84 -0.50
C 0.85 -3.93 -2.03
O 0.98 -2.40 -0.19
Si -0.39 -1.71 0.34
S -0.77 0.11 -0.75
O -0.36 -1.42 1.95
C 0.71 -1.18 2.87
C 1.55 -0.01 2.37
C 1.57 -2.43 3.00
C 0.06 -0.85 4.21
O -1.59 -2.72 -0.05
C -2.95 -2.97 0.38
C -2.91 -3.64 1.74
C -3.72 -1.66 0.43
C -3.54 -3.89 -0.68
H 1.03 -5.78 0.02
H -0.41 -4.77 0.21
H 0.95 -4.63 1.36
H 3.19 -4.79 -0.91
H 3.18 -3.77 0.54
H 3.30 -3.03 -1.07
H 1.02 -4.96 -2.36
H 1.40 -3.27 -2.72
H -0.21 -3.71 -2.11
H 2.02 -0.26 1.41
H 2.35 0.23 3.08
H 0.93 0.88 2.24
H 2.06 -2.66 2.06
H 0.95 -3.28 3.30
H 2.34 -2.27 3.76
H -0.48 0.10 4.17
H 0.82 -0.77 4.99
H -0.63 -1.64 4.49
H -2.42 -3.00 2.47
H -2.37 -4.59 1.68
H -3.93 -3.85 2.09
H -3.30 -1.02 1.20
H -4.77 -1.86 0.68
H -3.68 -1.14 -0.53
H -2.94 -4.80 -0.75
H -3.55 -3.40 -1.65
H -4.56 -4.17 -0.41

**Kohn-Sham gap (spin up / spin down)**: 6.7 / 8.8 eV
**2S+1**: 5
**LUMO (spin up / spin down)**: -4.403 / -2.487 eV
**Charge**: +1
**HOMO level (spin up / spin down)**: -11.1124 / -11.2973 eV

The following is a DFT calculation (ωB97M-V/def2-TZVPD) of 2 unconnected molecules or ions with the total composition C4H9N2.

Atoms and positions in Å:
C 0.25 0.77 0.33
C 0.12 -2.53 0.61
C -0.94 1.92 -1.72
C 0.78 -1.52 1.39
N -0.37 1.47 -0.53
N 0.24 2.14 0.68
H 0.37 -3.46 1.14
H 0.53 -2.65 -0.39
H -0.97 -2.47 0.62
H -0.22 2.53 -2.27
H -1.22 1.06 -2.32
H -1.82 2.52 -1.50
H 1.83 -1.32 1.24
H 0.31 -1.11 2.27
H 1.11 2.64 0.46

**Kohn-Sham gap (spin up / spin down)**: 5.6 / 6.8 eV
**2S+1**: 3
**LUMO (spin up / spin down)**: -5.471 / -9.045 eV
**Charge**: +1
**HOMO level (spin up / spin down)**: -11.0790 / -15.8929 eV

The following is a DFT calculation (ωB97M-V/def2-TZVPD) of a molecular structure, C19H23Br4F6MgNO9S2Si.

Atoms and positions in Å:
Mg 0.68 0.35 -0.03
C 4.50 -0.56 0.54
O 3.98 0.59 1.15
C 4.01 1.73 0.33
C 3.06 2.77 0.92
O 1.81 2.74 0.27
C 0.92 3.62 0.92
C -0.45 3.55 0.27
O -1.12 2.35 0.49
C -1.66 2.21 1.79
H 5.56 -0.41 0.28
H 4.43 -1.37 1.26
H 3.93 -0.82 -0.36
H 5.05 2.13 0.31
H 3.70 1.49 -0.69
H 2.93 2.54 1.99
H 3.48 3.78 0.82
H 0.85 3.35 1.98
H 1.32 4.65 0.84
H -1.06 4.40 0.62
H -0.32 3.61 -0.81
H -2.28 3.09 2.04
H -2.26 1.31 1.76
H -0.88 2.09 2.54
Br 2.29 -4.36 4.72
C 1.91 -2.73 3.85
C 1.64 -1.60 4.58
Br 1.67 -1.64 6.47
C 1.33 -0.42 3.90
Br 0.98 1.18 4.86
C 1.25 -0.33 2.52
O 0.91 0.73 1.90
C 1.57 -1.51 1.75
O 1.56 -1.42 0.48
C 1.89 -2.67 2.45
Br 2.28 -4.19 1.40
C -3.80 -3.72 -1.11
Si -3.77 -2.16 0.02
C -4.13 -2.79 1.81
C -5.26 -1.07 -0.49
C -2.19 -1.23 0.01
C -1.16 -0.59 -0.03
H -4.73 -4.28 -1.05
H -2.98 -4.39 -0.86
H -3.66 -3.42 -2.15
H -5.01 -3.42 1.86
H -4.28 -1.95 2.49
H -3.28 -3.36 2.19
H -6.21 -1.62 -0.53
H -5.07 -0.65 -1.47
H -5.39 -0.24 0.20
F 3.11 1.70 -3.61
C 1.80 1.54 -3.93
F 1.82 0.82 -5.06
F 1.38 2.77 -4.24
S 0.91 0.72 -2.44
O 0.14 1.78 -1.92
O 2.06 0.28 -1.71
N 0.10 -0.45 -3.06
S -1.17 0.13 -3.80
O -2.44 0.08 -3.15
O -0.85 1.30 -4.56
C -1.32 -1.23 -5.11
F -2.15 -0.88 -6.10
F -1.80 -2.37 -4.61
F -0.15 -1.52 -5.69

**Kohn-Sham gap**: 5.6 eV
**LUMO**: 4.190 eV
**Charge**: -2
**HOMO level**: -1.4367 eV

The following is a DFT calculation (ωB97M-V/def2-TZVPD) of a molecular structure, C21H26N6O8PSZn.

Atoms and positions in Å:
Zn 0.43 -1.13 -0.80
O 0.63 -2.84 -4.29
C 0.50 -2.49 -3.14
O 1.22 -1.59 -2.53
C -0.68 -3.10 -2.27
O -1.40 -3.96 -2.74
O -0.79 -2.63 -1.06
C -1.57 2.23 -0.82
P -1.06 0.67 -1.68
C -2.67 -0.19 -1.68
C -0.82 1.20 -3.41
C 0.32 1.95 -3.71
C 0.57 2.36 -5.01
C -0.31 2.01 -6.03
C -1.43 1.25 -5.74
C -1.69 0.85 -4.44
H -0.61 3.61 -1.89
H -1.72 1.95 0.23
H -2.53 2.56 -1.23
H -3.47 0.45 -2.06
H -2.87 -0.47 -0.65
H -2.61 -1.11 -2.25
H 1.03 2.19 -2.92
H 1.46 2.93 -5.23
H -0.10 2.32 -7.05
H -2.10 0.95 -6.53
H -2.56 0.24 -4.23
N -1.38 3.95 2.91
N -0.86 3.40 1.81
N 0.39 3.41 1.82
C 1.03 3.00 0.63
N 0.67 3.02 -0.59
N -0.65 3.36 -0.91
H -0.73 4.07 3.69
H -2.31 3.63 3.11
H 2.06 2.73 0.81
C -5.59 3.15 2.36
C -4.61 2.35 3.17
C -3.99 1.22 2.63
C -3.07 0.49 3.36
C -2.75 0.90 4.65
C -3.35 2.02 5.21
C -4.29 2.73 4.47
S -1.54 0.01 5.57
O -1.50 -1.32 5.02
O -1.76 0.18 6.98
N -0.18 0.86 5.23
C 0.27 0.97 3.84
C 0.89 -0.25 3.18
C 0.47 -0.35 1.71
O 1.35 -0.82 0.90
O -0.67 0.00 1.39
H -6.25 2.49 1.78
H -5.07 3.79 1.64
H -6.21 3.78 2.99
H -4.23 0.92 1.62
H -2.58 -0.37 2.92
H -3.10 2.31 6.22
H -4.77 3.60 4.91
H 0.52 0.70 5.95
H 0.95 1.83 3.80
H -0.61 1.25 3.25
H 0.51 -1.16 3.65
H 1.98 -0.27 3.25

**Kohn-Sham gap**: 7.4 eV
**LUMO**: 2.130 eV
**Charge**: -1
**HOMO level**: -5.2602 eV

The following is a DFT calculation (ωB97M-V/def2-TZVPD) of 2 unconnected molecules or ions with the total composition C4H10OS.

Atoms and positions in Å:
C -1.83 -1.73 -1.78
C -2.44 -1.44 -2.92
O -2.36 -0.27 -3.63
H -2.01 -2.73 -1.43
H -1.26 -1.11 -1.11
H -2.99 -2.22 -3.41
H -2.95 0.39 -3.27
C 2.52 1.43 2.43
C 1.46 0.44 1.98
S 0.76 0.66 0.33
H 2.18 2.20 3.10
H 3.28 0.89 3.00
H 3.01 1.95 1.61
H 0.68 0.32 2.72
H 1.95 -0.53 1.89
H 0.00 1.74 0.50

**SMILES**: C=CO.CCS
**Kohn-Sham gap**: 10.0 eV
**LUMO**: 0.848 eV
**Charge**: 0
**HOMO level**: -9.1497 eV

| no. | F_max (eV/Å) |
| --- | --- |
| 1 | 0.48 |
| 2 | 2.77 |
| 3 | 5.56 |
| 4 | 0.26 |
| 5 | 0.57 |